(1)
The following is a quantum chemistry calculation of a cluster of 4 separate species, C30H54ClO15P3 in total, from the Open Molecules 2025 dataset.

Calculated values
- Structure (SMILES): Cc1ccc(CC2=C(Cl)C(=O)OC2=O)cc1.CCOP(=O)(OCC)OCC.CCOP(=O)(OCC)OCC.CCOP(=O)(OCC)OCC
- LUMO: -1.211 eV
- Electronic energy: -103084.5931 eV
- Gap between HOMO and LUMO: 7.905 eV
- Highest occupied orbital energy: -9.116 eV

Structure (XYZ):
```
103
Properties=species:S:1:pos:R:3:forces:R:3:lowdin_charge:R:1
C -7.268823 3.650711 -7.662912 1.28 -0.22 0.41 -0.079
C -6.434350 3.025340 -6.481005 0.17 0.02 0.61 -0.242
C -5.665189 1.783839 -6.671962 -0.25 1.77 2.44 -0.026
C -4.872873 1.277402 -5.536146 -1.25 1.75 -0.26 -0.031
C -4.870381 2.000258 -4.273739 -0.99 0.73 -0.37 -0.206
C -4.019929 1.567967 -3.007987 0.11 1.38 -0.87 -0.071
C -3.085225 2.799414 -2.704793 -0.47 -1.24 0.59 -0.129
C -2.889260 3.487464 -1.540773 0.33 -0.29 -2.32 -0.474
Cl -3.659255 3.203158 0.021762 1.13 0.46 -1.57 0.707
C -1.809213 4.538506 -1.967444 -0.82 0.14 1.14 -0.406
O -1.013057 5.111584 -1.301891 -0.49 -0.09 -0.35 0.175
O -1.869515 4.690237 -3.375645 0.92 -1.44 0.17 0.109
C -2.210950 3.406301 -3.851934 -1.80 0.02 1.88 -0.371
O -1.923755 2.918089 -4.891703 0.02 0.67 0.30 0.174
C -5.678877 3.230430 -4.085678 -0.27 -1.03 -2.48 -0.025
C -6.473250 3.750375 -5.198086 1.92 -2.50 0.20 -0.033
H -8.312741 3.251277 -7.639218 0.86 0.45 -0.26 0.081
H -7.246857 4.772124 -7.566908 -0.31 -1.14 0.00 0.077
H -6.732055 3.424391 -8.630275 -0.90 0.04 0.90 0.078
H -5.707207 1.281142 -7.672271 0.19 0.46 1.21 0.108
H -4.273121 0.350627 -5.686184 -0.49 0.90 0.35 0.107
H -3.405134 0.650338 -3.198849 -0.58 0.81 0.15 0.128
H -4.728014 1.410210 -2.156953 0.83 0.04 -0.56 0.112
H -5.712395 3.793196 -3.121073 0.24 -0.77 -0.83 0.114
H -7.064783 4.680021 -5.031971 0.50 -0.93 -0.46 0.107
C 4.595418 2.453427 -2.824223 -0.06 0.06 -0.10 -0.077
C 4.875231 0.966438 -2.715317 0.39 0.16 0.07 -0.293
O 3.758925 0.268509 -2.177797 -0.23 0.52 -0.75 -0.229
P 2.544485 -0.252674 -3.177627 2.71 -3.81 7.00 0.660
O 3.365365 -1.122031 -4.101919 -1.95 2.52 -2.41 -0.227
O 1.934736 -1.447324 -2.223293 -0.80 0.53 -0.49 -0.234
C 1.865841 -2.795109 -2.677220 0.28 -0.31 -0.03 -0.292
C 3.089986 -3.565213 -2.223355 0.13 -0.10 0.17 -0.072
O 1.468319 0.758595 -2.351820 -0.28 -0.04 -3.49 -0.189
C 1.055703 1.997410 -2.921016 -0.21 0.69 0.08 -0.280
C 0.889861 1.963639 -4.424550 0.14 -0.22 0.00 -0.087
H 3.862523 2.651328 -3.611634 0.02 0.04 -0.02 0.062
H 5.508039 3.000261 -3.073478 -0.06 -0.04 0.00 0.081
H 4.195725 2.844173 -1.886651 0.08 -0.04 0.00 0.083
H 5.167116 0.558407 -3.686948 -0.07 -0.10 0.06 0.108
H 5.710090 0.806304 -2.029071 -0.11 -0.11 0.03 0.118
H 1.738469 -2.841026 -3.759817 0.15 0.06 0.05 0.106
H 0.972933 -3.243801 -2.234223 -0.03 0.18 0.06 0.110
H 4.017684 -3.048151 -2.474273 -0.13 0.02 -0.21 0.076
H 3.113331 -4.560195 -2.673063 -0.02 0.03 0.04 0.081
H 3.078836 -3.675855 -1.135936 -0.05 -0.08 -0.05 0.059
H 1.753552 2.782188 -2.620280 0.06 -0.01 -0.03 0.109
H 0.092968 2.245899 -2.465041 0.04 -0.14 0.13 0.109
H 1.836028 1.732763 -4.929718 0.09 0.06 0.05 0.073
H 0.541973 2.930772 -4.787414 0.05 -0.09 -0.06 0.081
H 0.166860 1.198985 -4.717275 -0.04 0.09 0.01 0.087
C 3.711020 1.304903 3.048383 0.08 0.01 -0.11 -0.078
C 4.234060 0.712181 4.343889 -0.07 0.31 0.16 -0.294
O 3.774545 -0.619855 4.525839 0.48 0.42 -0.82 -0.228
P 4.612473 -1.889905 3.860617 -4.66 0.23 7.67 0.674
O 5.933691 -1.634758 4.554002 1.10 -0.25 -4.01 -0.230
O 4.068809 -3.077487 4.864975 0.21 -0.41 -1.20 -0.228
C 4.978991 -3.855038 5.636514 0.19 0.02 0.40 -0.298
C 5.143189 -3.264306 7.024989 -0.11 0.09 0.18 -0.077
O 3.214731 -2.219105 2.952993 3.13 -0.44 -1.89 -0.206
C 3.139405 -1.847754 1.580591 -0.53 0.16 -0.52 -0.295
C 4.441265 -1.978702 0.823000 0.11 -0.10 0.07 -0.083
H 4.188511 0.830239 2.186243 0.00 0.04 -0.03 0.062
H 3.924895 2.375657 3.000042 -0.01 -0.06 0.00 0.079
H 2.633033 1.156837 2.959638 0.03 0.05 0.07 0.076
H 5.326134 0.762345 4.375540 -0.03 -0.09 0.06 0.105
H 3.855114 1.296293 5.185743 -0.01 -0.14 0.03 0.118
H 5.938685 -3.953429 5.126682 -0.03 0.14 0.07 0.103
H 4.559561 -4.860587 5.719920 -0.14 0.08 -0.13 0.114
H 5.373679 -2.198425 6.990779 0.14 -0.09 -0.16 0.072
H 5.938464 -3.776292 7.571472 -0.04 0.00 -0.02 0.076
H 4.214131 -3.363560 7.591864 0.04 -0.07 -0.04 0.075
H 2.745786 -0.831208 1.505643 0.07 0.06 -0.01 0.102
H 2.396623 -2.504611 1.120008 -0.02 -0.03 0.13 0.114
H 5.217177 -1.323706 1.238111 -0.03 0.10 0.01 0.072
H 4.294211 -1.706662 -0.224161 0.04 0.06 0.06 0.065
H 4.818314 -3.003725 0.870897 -0.06 0.00 -0.02 0.090
C 0.232916 -1.720660 4.560744 0.04 -0.12 -0.04 -0.074
C -1.076100 -1.663111 5.321971 0.30 -0.01 0.28 -0.288
O -2.034260 -0.867459 4.632923 0.32 -0.77 -0.60 -0.212
P -2.983803 -1.544140 3.460688 -2.20 6.33 5.45 0.656
O -3.637008 -2.629219 4.287433 1.60 -1.96 -3.16 -0.233
O -4.226359 -0.462797 3.485989 0.28 -0.43 -1.07 -0.224
C -5.559377 -0.889323 3.747120 -0.23 -0.05 0.36 -0.301
C -5.888232 -0.743957 5.221682 0.00 0.13 0.18 -0.077
O -2.280328 -0.498915 2.325301 -0.40 -3.39 -1.08 -0.194
C -1.276284 -0.973630 1.431595 0.53 0.26 -0.38 -0.292
C -1.485942 -2.399255 0.966744 -0.16 -0.01 0.06 -0.084
H 0.120170 -2.316190 3.649484 0.06 -0.04 0.00 0.063
H 1.015328 -2.184358 5.166334 0.00 0.04 -0.10 0.083
H 0.559844 -0.720494 4.270445 0.03 -0.03 0.10 0.081
H -1.456028 -2.671503 5.508754 -0.12 0.08 -0.02 0.106
H -0.910494 -1.191440 6.293178 -0.14 0.07 -0.07 0.119
H -5.717713 -1.911695 3.400107 0.08 0.01 0.13 0.102
H -6.226694 -0.249448 3.164208 0.18 0.08 -0.07 0.113
H -5.131601 -1.207505 5.856392 -0.03 -0.16 -0.17 0.072
H -6.857569 -1.194071 5.447968 0.02 0.03 -0.02 0.076
H -5.923346 0.312167 5.500293 -0.05 -0.04 -0.07 0.075
H -0.294456 -0.853081 1.896193 0.01 -0.08 0.08 0.097
H -1.292217 -0.312493 0.561483 -0.09 0.07 0.10 0.118
H -1.462102 -3.102967 1.807051 0.09 -0.01 0.03 0.069
H -0.702625 -2.688146 0.263156 -0.03 -0.01 0.04 0.075
H -2.456009 -2.507767 0.475150 0.05 0.03 -0.03 0.085
```
Forces are in eV/Å.

=====

(2)
The following is a quantum chemistry calculation of a cluster of 4 separate species, C30H54F6N2O11 in total, from the Open Molecules 2025 dataset.

Calculated values
- Structure (SMILES): NCC1=C(N)C(=O)C(F)=C(CCCC(F)(F)C(F)(F)F)C1=O.COCCOCCOC.COCCOCCOC.COCCOCCOC
- LUMO: -2.251 eV
- Electronic energy: -73777.8208 eV
- Gap between HOMO and LUMO: 6.940 eV
- Highest occupied orbital energy: -9.191 eV

Structure (XYZ):
```
103
Properties=species:S:1:pos:R:3:forces:R:3:lowdin_charge:R:1
N -4.031760 -3.219035 2.200648 1.36 0.34 0.68 -0.048
C -2.573636 -3.001521 1.746335 -0.70 1.33 0.51 -0.182
C -1.943569 -1.913495 2.847314 1.04 0.16 2.91 -0.046
C -1.894203 -2.211362 4.314214 0.18 0.79 -3.50 -0.113
N -2.378941 -3.555632 4.894823 3.22 1.92 -0.79 0.052
C -1.295701 -1.044047 5.314674 0.65 -0.31 6.54 -0.094
O -1.144183 -1.277012 6.647413 -1.01 1.04 -8.47 -0.034
C -0.876145 0.491227 4.816369 -0.21 0.36 -3.95 -0.006
F -0.473634 1.555642 5.781654 -1.34 -3.71 -2.85 -0.034
C -0.895082 0.776716 3.356693 -0.07 -0.90 2.44 -0.016
C -0.550723 2.201445 2.626211 -0.53 0.53 0.09 -0.142
C 0.732793 3.012601 3.237259 -0.08 0.48 -0.45 -0.182
C 2.005309 2.082504 3.682117 0.57 0.82 0.26 -0.084
C 2.766499 1.304344 2.457031 -0.21 -0.64 0.17 -0.185
F 2.832417 -0.145633 2.822545 -0.14 4.03 -1.50 -0.009
F 2.139775 1.459365 1.124646 1.90 -0.65 3.91 0.016
C 4.351965 1.806001 2.316783 1.90 -1.01 -0.61 -0.134
F 5.066780 1.726352 3.645428 -2.55 0.69 -4.60 0.006
F 5.040624 0.805258 1.444336 -1.99 3.80 2.75 0.022
F 4.474110 3.180429 1.742630 -0.27 -4.93 2.18 0.034
C -1.360367 -0.466837 2.343608 -0.28 0.15 -5.14 -0.122
O -1.301388 -0.278738 0.996375 -0.24 -0.86 8.39 -0.049
H -4.299354 -2.319561 2.689232 0.16 -1.62 -0.69 0.082
H -4.074991 -3.987824 2.906951 0.02 1.13 -0.70 0.053
H -2.671150 -2.523866 0.658608 0.80 -0.96 2.59 0.120
H -1.974286 -4.008155 1.728980 -1.10 2.04 0.03 0.125
H -2.199879 -4.320509 4.176106 -0.32 1.55 0.89 0.087
H -1.653095 -3.765088 5.644819 -1.42 0.40 -0.78 0.098
H -1.500173 2.907163 2.781677 1.97 -1.63 -0.27 0.140
H -0.408593 2.131625 1.452846 -0.41 -0.57 2.66 0.124
H 0.341876 3.735143 4.103799 1.24 -1.94 -1.62 0.132
H 1.115351 3.743197 2.381007 -0.82 -1.60 1.78 0.131
H 1.778641 1.288318 4.512197 0.26 1.50 -1.81 0.129
H 2.810691 2.825503 4.154929 -1.68 -1.69 -1.09 0.143
C 6.932003 -0.616373 4.851890 0.38 0.04 -0.04 -0.105
O 8.141922 0.094656 5.060132 -0.18 0.11 0.21 -0.201
C 7.932883 1.507940 5.110184 0.63 -0.44 -0.11 -0.199
C 9.168717 2.209626 5.679146 -0.45 0.03 0.25 -0.168
O 9.210940 2.181114 7.111611 0.11 -0.38 -0.24 -0.141
C 9.589756 0.926412 7.691478 0.33 0.41 0.04 -0.171
C 11.092494 0.653936 7.579825 -0.39 -0.41 -0.49 -0.195
O 11.408012 0.125692 6.290784 0.08 0.25 0.02 -0.208
C 12.800564 0.151699 6.029198 -0.38 -0.09 -0.03 -0.111
H 6.459795 -0.308618 3.914341 -0.10 -0.04 0.06 0.069
H 7.166005 -1.682820 4.797111 0.08 0.19 0.01 0.090
H 6.249121 -0.455451 5.691710 -0.16 0.05 -0.05 0.089
H 7.058822 1.736992 5.731009 0.02 0.08 0.00 0.125
H 7.754484 1.854371 4.086495 -0.10 0.19 0.00 0.119
H 9.108660 3.270165 5.412654 -0.08 -0.09 0.11 0.125
H 10.094677 1.823379 5.248246 -0.14 -0.22 -0.02 0.120
H 8.994089 0.106140 7.286104 0.21 -0.03 -0.16 0.120
H 9.339973 1.011134 8.754399 0.08 0.10 -0.11 0.125
H 11.383664 -0.094861 8.324629 0.04 0.08 0.21 0.123
H 11.651236 1.581016 7.753124 -0.06 0.02 0.07 0.127
H 13.165441 1.183320 6.018086 0.14 0.01 0.10 0.086
H 12.974926 -0.286848 5.043283 -0.14 0.02 0.15 0.089
H 13.340875 -0.435079 6.778676 0.14 0.07 0.02 0.085
C -3.402634 -1.423999 -2.561589 -0.35 -0.12 0.10 -0.102
O -4.809109 -1.584131 -2.466625 0.03 0.07 -0.27 -0.205
C -5.515201 -0.469022 -3.015752 -0.16 -0.60 0.43 -0.187
C -6.991019 -0.820771 -3.219707 0.29 0.14 -0.36 -0.168
O -7.224401 -1.546152 -4.433753 0.19 -0.20 0.34 -0.154
C -6.842876 -2.927394 -4.408648 -0.51 0.08 -0.03 -0.168
C -7.829285 -3.798403 -3.625530 0.62 0.12 0.42 -0.194
O -7.556865 -3.722931 -2.225418 -0.22 0.14 -0.09 -0.207
C -8.616594 -4.249957 -1.445980 0.35 0.13 -0.09 -0.110
H -3.080074 -0.522618 -2.032288 0.11 0.05 -0.06 0.086
H -2.926587 -2.294074 -2.101791 -0.17 0.10 -0.02 0.083
H -3.097022 -1.377768 -3.611344 0.10 0.13 -0.02 0.085
H -5.069015 -0.176028 -3.973324 -0.05 0.06 -0.01 0.115
H -5.431743 0.360327 -2.305121 -0.03 0.21 -0.09 0.126
H -7.549961 0.114567 -3.329681 0.10 -0.07 -0.10 0.125
H -7.410698 -1.344958 -2.358684 0.24 -0.09 0.02 0.120
H -5.817856 -3.049377 -4.053053 -0.12 -0.04 0.24 0.120
H -6.861805 -3.252393 -5.454301 -0.11 0.09 0.09 0.125
H -7.712904 -4.844511 -3.929377 -0.11 -0.06 -0.20 0.123
H -8.855349 -3.469329 -3.827040 0.02 0.01 -0.09 0.127
H -9.527442 -3.662592 -1.597180 -0.13 -0.11 -0.03 0.086
H -8.335092 -4.185329 -0.391783 0.08 0.01 -0.20 0.089
H -8.793528 -5.299328 -1.701869 -0.15 -0.03 0.01 0.085
C -5.911051 1.167579 -6.602975 0.30 0.02 0.05 -0.103
O -4.524992 1.116044 -6.901333 -0.05 -0.05 -0.24 -0.210
C -4.184692 -0.035677 -7.676774 0.38 0.53 0.41 -0.190
C -2.782997 0.118151 -8.272553 -0.40 -0.05 -0.32 -0.170
O -2.773829 0.907005 -9.469290 -0.04 0.20 0.43 -0.140
C -2.905417 2.320936 -9.275620 0.46 -0.18 -0.18 -0.170
C -1.615975 2.969486 -8.764100 -0.51 -0.06 0.54 -0.195
O -1.506470 2.810467 -7.348846 0.17 -0.16 -0.12 -0.209
C -0.204140 3.109768 -6.876976 -0.38 -0.07 -0.01 -0.111
H -6.219240 0.278395 -6.045243 -0.16 -0.05 -0.07 0.067
H -6.097016 2.052754 -5.989012 0.14 -0.10 -0.07 0.092
H -6.493513 1.258319 -7.524943 -0.12 -0.10 0.00 0.089
H -4.915429 -0.176238 -8.481844 0.06 -0.05 -0.03 0.128
H -4.205143 -0.904026 -7.009440 -0.04 -0.22 -0.09 0.121
H -2.433963 -0.874077 -8.577557 -0.11 0.10 -0.07 0.125
H -2.066204 0.498930 -7.542157 -0.21 0.12 0.10 0.119
H -3.761580 2.556300 -8.640338 0.18 0.00 0.19 0.119
H -3.118784 2.730886 -10.268488 0.11 -0.11 0.06 0.125
H -1.639578 4.044178 -8.975500 0.06 0.06 -0.22 0.123
H -0.750502 2.516227 -9.261306 -0.05 0.00 -0.08 0.127
H 0.523882 2.413915 -7.305081 0.13 0.09 -0.06 0.086
H -0.195423 2.993262 -5.790191 -0.12 0.02 -0.17 0.088
H 0.064081 4.141523 -7.124969 0.15 0.00 -0.02 0.085
```
Forces are in eV/Å.